P:
# H80O40

A 40-piece molecular cluster, H80O40 overall (ωB97M-V/def2-TZVPD, the OMol25 dataset).

XYZ file:
```
120
H80O40 (ωB97M-V/def2-TZVPD)
H 0.981 5.066 2.417
H -0.005 6.140 1.931
O 0.204 5.586 2.683
H -5.504 1.559 1.071
H -5.264 0.832 -0.355
O -5.565 0.723 0.597
H -4.918 -2.863 -1.160
H -3.508 -3.386 -1.265
O -4.017 -2.679 -0.881
H -2.189 -3.305 3.895
H -0.984 -4.238 4.091
O -1.731 -3.842 4.566
H 6.062 3.029 0.910
H 4.714 3.573 0.436
O 5.059 2.871 1.024
H 6.438 -1.084 0.172
O 6.564 -1.636 0.923
H 0.828 -3.891 -0.452
O 1.417 -3.972 -1.256
H -4.056 -1.178 -2.256
H -3.008 -0.078 -2.544
O -3.714 -0.564 -2.940
H 3.602 -3.200 1.728
H 3.118 -4.413 1.435
O 3.997 -4.029 1.334
H -2.325 -0.567 4.580
H -1.801 0.192 3.289
O -1.853 -0.717 3.676
H -0.103 -1.619 3.751
H 0.369 -1.216 2.535
O 0.532 -1.988 3.139
H 4.238 -0.407 -3.302
O 4.639 0.463 -3.228
H -2.040 1.189 -0.719
H -2.957 1.651 -1.757
O -2.966 1.177 -0.919
H -3.911 -0.350 5.782
H -4.530 -0.436 4.240
O -4.614 -0.573 5.205
H 3.630 1.664 -4.057
H 3.489 2.773 -5.026
O 3.866 1.847 -4.958
H -6.802 -1.297 0.671
H -5.860 -1.836 -0.201
O -6.813 -1.713 -0.242
H -0.337 3.226 1.256
H 0.462 2.969 -0.192
O -0.322 2.984 0.361
H -3.828 0.562 2.221
H -3.600 -0.912 2.356
O -4.187 -0.224 2.682
H 0.759 -3.174 1.962
O 0.274 -3.878 1.488
H 4.865 -3.475 -2.130
H 3.963 -3.965 -3.064
O 4.933 -3.673 -3.080
H 3.265 2.104 -0.012
O 2.528 1.521 -0.081
H -0.416 2.106 -2.893
H -1.879 1.657 -2.919
O -1.159 1.876 -2.343
H -3.967 -4.074 1.342
H -4.536 -3.404 2.481
O -3.683 -3.379 1.970
H -0.714 -2.532 -0.182
H -1.037 -1.345 -0.780
O -0.204 -1.781 -0.502
H 0.600 4.404 -4.466
H -0.523 3.615 -5.375
O 0.354 3.520 -4.853
H -0.883 4.151 2.962
H -1.773 4.770 1.811
O -1.822 4.116 2.514
H -1.643 5.556 -1.897
H -0.691 4.647 -1.390
O -0.961 5.532 -1.187
H 2.384 5.500 -1.939
H 0.956 6.055 -1.734
O 1.500 5.234 -1.670
H 1.887 -1.069 -1.004
H 2.038 -0.558 -2.627
O 2.319 -0.548 -1.674
H 4.035 1.308 2.612
H 3.224 0.494 1.717
O 3.362 0.630 2.642
H 1.824 3.116 -2.028
H 1.617 1.710 -1.671
O 1.552 2.294 -2.422
H -1.329 -5.712 -3.528
O -0.682 -6.316 -3.098
H 0.651 -2.911 -4.589
H 1.366 -1.688 -4.153
O 1.525 -2.629 -4.352
H -0.486 -3.982 2.062
H 5.742 -2.049 1.168
H 2.752 0.833 -0.701
H 1.765 -3.079 -1.226
H 5.545 0.371 -3.645
H -0.712 -6.077 -2.166
O 1.349 0.120 -4.205
H 1.424 0.722 -3.465
H 1.796 0.592 -4.912
O 1.853 -3.354 4.982
H 2.397 -3.654 4.279
H 0.931 -3.541 4.900
O -1.502 -2.836 -2.565
H -0.560 -3.007 -2.428
H -1.806 -2.052 -3.025
O -2.082 -1.481 6.033
H -2.840 -2.067 6.102
H -1.208 -1.786 5.861
O 0.704 0.829 1.895
H 1.260 0.994 2.662
H 1.250 0.406 1.254
O -4.618 3.120 2.738
H -4.354 2.934 3.628
H -4.054 3.906 2.567
O 3.652 4.476 -2.819
H 3.187 4.374 -3.645
H 3.838 3.624 -2.436
```

* gap between HOMO and LUMO: 9.2 eV
* spin multiplicity: 1
* HOMO: -0.378 hartree
* total charge: 0

Q:
# H80O40

A 40-piece molecular cluster, H80O40 overall (ωB97M-V/def2-TZVPD, the OMol25 dataset).

XYZ file:
```
120
H80O40 (ωB97M-V/def2-TZVPD)
H -6.300 -0.716 -0.035
H -6.331 0.151 -1.301
O -5.796 -0.499 -0.838
H 4.851 1.276 -3.467
H 4.421 -0.099 -3.693
O 4.603 0.697 -4.201
H 0.319 4.300 2.377
H 1.706 3.939 2.757
O 1.150 4.709 2.587
H -3.314 -4.240 -3.576
H -2.366 -4.329 -4.857
O -2.581 -4.675 -3.991
H -3.505 -3.101 0.210
H -3.961 -4.229 1.312
O -3.258 -3.716 0.906
H 2.001 -2.555 5.238
O 1.332 -1.875 5.398
H 1.915 0.465 -1.059
O 2.430 -0.330 -0.830
H 3.704 3.471 3.070
H 2.922 4.661 3.617
O 3.818 4.388 3.377
H 5.988 0.504 2.866
H 4.953 0.526 3.952
O 5.793 0.926 3.712
H -2.598 -0.659 -2.303
H -3.441 0.016 -3.114
O -2.653 -0.507 -3.264
H -3.748 1.648 0.652
H -3.211 1.547 2.129
O -3.347 1.080 1.307
H 3.681 0.994 5.457
O 3.228 0.171 5.302
H 5.163 1.693 1.640
H 5.513 3.224 1.822
O 4.835 2.588 1.591
H 1.990 0.068 3.945
H 1.489 0.501 2.514
O 1.210 0.298 3.410
H -1.749 0.819 3.539
H -0.911 -0.151 4.157
O -1.664 -0.151 3.548
H -2.526 2.119 -3.291
H -3.883 1.602 -2.731
O -3.050 2.013 -2.500
H 4.330 -1.111 0.944
H 5.409 -2.128 1.204
O 5.265 -1.183 1.150
H -2.515 -0.469 0.118
H -1.389 -1.464 -0.042
O -2.338 -1.334 -0.256
H -0.526 -4.937 2.440
O -0.661 -4.085 2.013
H -2.986 -0.681 -6.273
H -3.945 -1.175 -5.250
O -3.521 -0.359 -5.536
H 1.161 2.501 0.506
O 1.639 1.783 0.917
H -0.121 -3.812 -0.135
H -1.590 -3.505 -0.745
O -0.648 -3.465 -0.857
H 2.452 -5.433 -2.016
H 1.593 -6.174 -1.062
O 2.404 -5.683 -1.086
H 0.534 0.292 0.524
H -0.310 -0.355 1.643
O -0.148 -0.405 0.685
H 0.638 1.063 -3.439
H -0.063 0.105 -2.450
O 0.770 0.563 -2.629
H -5.212 -2.177 1.097
H -5.607 -1.663 2.521
O -5.806 -1.609 1.592
H 2.408 4.524 -3.836
H 1.558 5.555 -3.151
O 1.546 4.631 -3.414
H 0.776 -2.284 -5.297
H 0.359 -2.250 -6.639
O 1.031 -1.797 -6.107
H 1.596 -1.163 1.423
H 1.254 -2.708 1.161
O 1.708 -2.061 1.699
H 3.364 -2.506 2.624
H 3.397 -3.813 3.315
O 3.688 -2.904 3.453
H -0.666 4.004 3.834
H -0.270 2.825 4.601
O -0.932 3.074 3.941
H -2.084 2.355 -5.061
O -2.172 2.225 -6.012
H 0.130 3.419 -3.557
H 0.335 2.574 -4.813
O -0.323 2.791 -4.142
H -1.635 -4.013 2.029
H 0.919 -1.821 4.526
H 2.563 1.825 0.637
H 2.331 -0.769 -1.685
H 2.464 -0.106 5.818
H -2.948 1.664 -6.117
O 2.775 3.845 -0.731
H 2.371 3.667 -1.577
H 2.190 4.209 -0.081
O 0.176 -2.939 -3.497
H -0.670 -3.403 -3.566
H 0.172 -2.686 -2.566
O -2.989 -5.336 -1.333
H -2.981 -4.520 -0.866
H -2.450 -5.339 -2.129
O -1.560 5.191 0.088
H -1.400 5.706 -0.707
H -1.374 4.276 -0.196
O -0.310 3.172 -1.047
H -0.366 2.335 -1.545
H 0.398 3.532 -1.589
O -4.171 -1.463 4.486
H -3.705 -0.701 4.119
H -3.497 -1.827 5.068
O -0.990 2.154 1.321
H -1.519 2.949 1.217
H -1.438 1.444 0.821
```

* gap between HOMO and LUMO: 10.4 eV
* spin multiplicity: 1
* HOMO: -0.401 hartree
* total charge: 0

R:
# H80O40

A 40-piece molecular cluster, H80O40 overall (ωB97M-V/def2-TZVPD, the OMol25 dataset).

XYZ file:
```
120
H80O40 (ωB97M-V/def2-TZVPD)
H -1.448 4.088 2.390
H -0.815 5.235 3.247
O -1.044 4.965 2.355
H 1.539 -4.751 -2.578
H 2.570 -4.776 -1.626
O 2.318 -4.230 -2.394
H 1.494 3.491 -4.447
H 2.753 3.028 -4.983
O 2.441 3.740 -4.405
H -4.624 0.951 -2.117
H -4.031 1.961 -1.227
O -3.920 1.009 -1.466
H 2.353 -2.914 0.682
H 1.754 -2.633 2.012
O 1.959 -3.389 1.433
H -0.350 -1.887 4.730
O 0.343 -1.843 5.406
H -0.112 -0.766 -0.908
O -0.730 -0.020 -0.674
H -2.732 -2.732 1.530
H -3.795 -3.476 2.237
O -2.850 -3.255 2.341
H -0.315 1.378 5.564
H 1.165 0.942 5.198
O 0.529 1.120 5.890
H -1.930 -1.490 -2.512
H -0.574 -1.274 -3.105
O -1.516 -1.212 -3.321
H -4.735 1.451 1.347
H -4.667 0.601 0.151
O -5.339 0.955 0.758
H -0.426 -4.124 4.086
O -0.440 -3.368 3.489
H -1.202 1.271 3.080
H -0.992 2.704 3.316
O -1.173 1.888 3.805
H 4.374 -1.617 -0.151
H 4.495 -0.819 -1.599
O 4.443 -1.671 -1.098
H 0.400 -1.091 2.832
H 1.847 -0.344 3.062
O 1.311 -0.920 2.537
H 2.960 -5.929 0.144
H 1.819 -5.176 0.999
O 2.074 -5.962 0.510
H -4.007 -3.698 -0.457
H -2.812 -4.565 -0.443
O -3.722 -4.582 -0.794
H 5.239 3.690 0.946
H 3.701 3.548 0.752
O 4.378 3.947 1.295
H -2.670 1.342 -5.072
O -3.307 0.921 -5.644
H -0.384 -6.735 0.484
H -0.501 -5.472 1.239
O -1.055 -6.072 0.716
H 5.332 1.308 -2.025
O 5.225 0.420 -2.352
H -0.651 5.177 0.137
H -0.993 5.017 -1.318
O -0.270 4.849 -0.697
H 1.559 4.011 3.761
H 0.974 3.174 4.891
O 0.688 3.800 4.215
H -4.765 -1.251 -0.709
H -5.374 -2.374 -1.346
O -4.888 -2.196 -0.508
H 1.281 -2.049 -1.452
H -0.163 -2.379 -0.963
O 0.402 -2.246 -1.723
H -4.270 -0.504 2.995
H -3.972 -0.134 4.409
O -3.600 -0.025 3.510
H 0.110 3.127 -5.897
H 0.485 1.674 -5.513
O 0.218 2.549 -5.150
H 0.960 2.021 2.060
H 0.616 3.518 1.971
O 0.824 2.727 1.452
H -1.620 1.718 -0.534
H -1.184 3.224 -0.723
O -1.925 2.621 -0.650
H 1.602 2.682 -0.278
H 0.784 2.177 -1.406
O 1.643 2.046 -0.994
H -1.995 -0.724 2.582
H -1.296 -1.286 1.192
O -1.267 -0.736 1.959
H -2.965 5.091 1.462
O -3.324 4.558 0.769
H -4.121 -1.882 -3.384
H -4.467 -3.391 -3.782
O -4.687 -2.641 -3.216
H -4.061 0.754 -5.070
H 0.092 -1.146 6.023
H 6.138 0.097 -2.347
H -1.513 -0.463 -0.335
H -1.090 -3.683 2.871
H -4.207 4.521 0.452
O 3.432 4.582 -1.900
H 3.324 3.861 -1.278
H 2.547 4.765 -2.233
O -0.015 0.027 -5.942
H -0.058 -0.079 -4.990
H -0.735 -0.367 -6.438
O 2.328 -1.203 -2.720
H 3.208 -1.612 -2.812
H 2.746 -0.301 -2.657
O 3.146 3.446 3.446
H 3.615 3.114 4.221
H 3.669 4.219 3.200
O 5.098 -1.575 3.676
H 4.174 -1.589 3.368
H 4.796 -1.518 4.603
O 1.802 -0.656 0.066
H 1.185 -0.504 0.802
H 2.069 0.239 -0.193
O 0.693 -2.602 -4.600
H 1.347 -3.222 -4.275
H 0.372 -2.292 -3.757
```

* gap between HOMO and LUMO: 9.5 eV
* spin multiplicity: 1
* HOMO: -0.372 hartree
* total charge: 0

S:
# H80O40

A 40-piece molecular cluster, H80O40 overall (ωB97M-V/def2-TZVPD, the OMol25 dataset).

XYZ file:
```
120
H80O40 (ωB97M-V/def2-TZVPD)
H 5.487 1.478 0.554
H 5.983 0.156 1.113
O 6.163 1.133 1.185
H -6.351 -1.829 -0.685
H -4.753 -2.034 -0.493
O -5.620 -2.284 -0.667
H 3.862 -4.083 0.469
H 3.238 -3.050 1.307
O 2.984 -3.879 0.895
H -1.491 -3.486 1.446
H -2.312 -4.170 0.345
O -2.465 -3.491 0.976
H -4.379 3.301 0.287
H -5.158 3.230 1.599
O -4.377 3.643 1.195
H -4.750 -0.955 3.754
O -4.650 -0.841 2.755
H -5.683 1.574 -3.494
O -4.759 1.391 -3.829
H -1.922 2.189 2.799
H -3.415 1.982 2.735
O -2.609 1.894 2.147
H -1.903 3.482 -3.524
H -1.642 3.572 -5.048
O -2.311 3.543 -4.351
H 5.052 -1.377 1.000
H 4.880 -0.762 -0.317
O 5.257 -1.519 0.198
H -5.116 -1.431 -3.336
H -4.289 -1.386 -4.455
O -4.216 -1.161 -3.583
H 0.673 -2.610 -0.865
O 0.295 -2.405 -0.103
H -0.401 -1.140 6.019
H 0.001 -1.343 4.592
O 0.113 -1.732 5.461
H 4.571 3.734 -1.384
H 5.706 2.600 -1.099
O 5.387 3.339 -1.711
H 1.922 -5.083 2.403
H 0.844 -4.925 3.520
O 1.805 -5.031 3.430
H 0.968 -0.373 -6.322
H 1.510 -1.150 -4.999
O 1.049 -1.136 -5.884
H 0.278 2.298 1.572
H -0.267 0.961 1.231
O -0.092 1.528 2.077
H -2.448 -2.121 -2.802
H -1.860 -2.805 -4.061
O -2.310 -2.981 -3.198
H 2.437 2.028 0.234
O 1.540 2.066 -0.004
H -2.682 -1.547 0.438
H -3.318 -0.164 0.574
O -2.742 -0.695 -0.122
H 0.969 -3.829 -5.290
O 0.336 -3.603 -4.528
H -2.971 -1.378 5.659
H -2.687 -2.165 4.419
O -2.989 -2.289 5.362
H -1.722 3.249 -1.218
H -0.539 2.901 -1.840
O -1.054 3.573 -1.880
H 0.459 2.041 3.847
H 0.442 2.234 5.326
O -0.164 2.388 4.577
H -2.035 3.693 0.672
H -2.046 5.328 0.561
O -2.237 4.523 0.023
H -1.060 -0.720 -2.525
H 0.030 0.472 -2.382
O -0.044 -0.530 -2.663
H 5.752 0.412 -2.725
H 6.286 0.280 -1.322
O 5.386 0.241 -1.833
H -1.658 0.705 -6.344
H -1.637 2.216 -5.829
O -1.733 1.252 -5.600
H -2.025 0.354 3.535
H -1.950 0.869 5.086
O -2.244 0.073 4.516
H 3.555 0.957 2.137
H 2.918 -0.338 2.642
O 3.749 -0.029 2.503
H 2.728 0.599 -0.869
H 2.729 -0.866 -0.460
O 3.227 -0.065 -0.329
H 0.425 4.249 0.037
O 0.699 4.794 0.562
H 0.002 2.560 -3.517
H -0.380 1.150 -3.892
O 0.417 1.778 -3.797
H 1.217 1.253 0.345
H -4.706 -1.737 2.459
H 0.152 -2.640 -4.269
H -4.557 0.551 -3.657
H -0.537 -1.950 -0.158
H -0.049 5.278 1.043
O -0.106 -3.270 3.533
H -0.888 -2.954 3.039
H -0.406 -2.964 4.405
O 1.135 -1.214 1.990
H 1.619 -1.463 2.850
H 1.263 -1.790 1.257
O 2.274 -1.592 -2.948
H 1.438 -1.128 -3.155
H 2.668 -1.014 -2.329
O 2.277 0.199 5.667
H 1.984 0.028 6.520
H 1.858 -0.701 5.330
O 1.858 2.988 2.580
H 1.451 3.816 2.144
H 2.635 3.087 3.022
O 2.944 2.165 -2.852
H 2.163 2.557 -3.268
H 3.623 2.772 -2.417
O -0.606 -4.396 -1.524
H -1.059 -3.892 -2.327
H -0.293 -5.207 -1.880
```

* gap between HOMO and LUMO: 9.2 eV
* spin multiplicity: 1
* HOMO: -0.363 hartree
* total charge: 0

Quick ranking, most stable first: Q, R, P, S.